No. 1
88
Properties=species:S:1:pos:R:3:forces:R:3:mulliken_charge:R:1 method="wB97M-V/def2-TZVPD" multiplicity=2 e_above_lowest_kj_mol=8.6 total_charge=+1 s_squared=0.803 orbital_gap_ev="4.4 / 4.2"
C -0.00435 -2.65859 -1.55316 -0.027 -0.754 -0.475 0.197
C 2.08675 -2.25613 -0.61622 1.129 0.754 0.364 0.281
C 0.44836 -3.89443 -2.01637 -1.414 0.215 -0.407 -0.724
C 2.67800 -3.32572 -1.37290 -0.686 -1.157 0.130 -1.039
C 1.80706 -4.23991 -1.96218 0.628 0.546 0.183 -1.077
H -0.30255 -4.51844 -2.51797 0.553 0.093 0.196 0.498
H 3.75312 -3.53751 -1.25451 -0.688 0.151 -0.049 0.479
H 2.13213 -5.21315 -2.38012 -0.052 0.878 0.228 0.413
N 0.79484 -1.83424 -0.87416 0.421 -0.151 -0.017 0.786
P -1.63185 -0.36900 -1.67132 -0.612 -0.717 -1.470 0.593
P 1.98855 -0.42434 1.43817 1.263 -0.624 0.086 0.205
C -1.42956 -2.19183 -1.84043 0.568 -0.685 0.256 -2.158
H -1.70394 -2.53552 -2.85268 -0.081 0.270 0.400 0.732
H -2.10762 -2.69881 -1.13263 0.171 0.240 -0.192 0.803
C -0.79223 1.50602 0.55703 -0.844 2.088 0.771 0.323
O -1.01054 2.70020 0.44164 0.694 -2.061 -0.679 -0.551
C 2.81545 -1.66438 0.43010 0.025 1.898 -2.498 -1.223
H 3.90452 -1.69259 0.33310 -0.406 -0.040 0.189 0.569
C 3.00314 1.27317 1.91117 -0.409 -0.380 -0.030 2.470
C 2.04337 -1.73535 2.85945 -0.746 0.903 0.487 1.824
C -1.25507 0.21754 -3.47265 -0.046 0.418 0.283 1.828
C -3.51247 -0.24259 -1.34835 0.219 0.459 0.154 2.115
C 2.26949 2.51916 1.39775 -0.256 -0.093 -0.249 -1.927
H 1.28389 2.65398 1.85072 0.096 -0.068 0.021 0.391
H 2.85662 3.42049 1.64176 -0.073 -0.370 -0.018 0.582
H 2.14375 2.49067 0.31329 -0.019 0.100 0.159 0.119
C 3.12642 1.42782 3.42774 0.118 -0.054 0.258 -1.875
H 2.13908 1.51584 3.90155 0.296 -0.063 -0.117 0.356
H 3.69023 0.61461 3.89745 -0.190 0.159 -0.099 0.285
H 3.67007 2.35999 3.65746 -0.144 -0.234 -0.233 0.527
C 4.36220 1.22090 1.22864 0.197 -0.027 -0.098 -1.356
H 4.94824 2.12614 1.46471 -0.244 -0.265 0.131 0.531
H 4.94810 0.34547 1.53602 -0.054 0.154 -0.148 0.368
H 4.23657 1.22243 0.13944 -0.037 -0.095 0.415 -0.331
C 1.32621 -1.20602 4.09772 -0.019 -0.254 0.469 -1.634
H 0.32842 -0.82864 3.83173 0.289 -0.164 0.236 0.183
H 1.21253 -2.05638 4.78393 -0.107 0.315 0.090 0.530
H 1.88852 -0.42399 4.61927 -0.227 -0.278 -0.144 0.334
C 1.26484 -2.97271 2.36634 0.072 -0.032 -0.188 -1.548
H 0.27540 -2.68232 1.98509 0.151 -0.133 0.100 0.119
H 1.80668 -3.50228 1.57489 -0.231 0.115 0.290 0.341
H 1.11760 -3.67154 3.20256 0.049 0.289 -0.097 0.656
C 3.53083 -2.07099 3.12498 0.289 0.064 0.063 -1.330
H 4.17520 -1.95501 2.24003 -0.365 -0.144 0.505 0.152
H 3.97698 -1.45587 3.92043 -0.331 -0.235 -0.116 0.349
H 3.60930 -3.12958 3.41710 -0.067 0.304 0.048 0.437
C -3.84936 1.25552 -1.46561 -0.238 0.045 0.078 -1.683
H -4.87617 1.41589 -1.10409 0.245 0.011 -0.115 0.510
H -3.17531 1.85918 -0.83664 -0.259 -0.104 -0.218 0.236
H -3.79836 1.62497 -2.49942 0.001 -0.119 0.363 0.271
C -3.83567 -0.71029 0.08128 0.149 -0.062 0.110 -1.663
H -3.61081 -1.77682 0.22214 -0.040 0.250 0.021 0.322
H -3.31724 -0.13706 0.85448 -0.085 -0.075 -0.115 0.388
H -4.91883 -0.58024 0.23717 0.364 -0.039 -0.019 0.598
C -4.38012 -1.11162 -2.28051 -0.044 -0.014 -0.240 -1.535
H -4.04304 -2.15908 -2.29442 -0.162 0.311 0.003 0.263
H -5.41334 -1.10433 -1.89638 0.360 0.007 -0.002 0.507
H -4.43157 -0.74405 -3.30887 0.022 -0.152 0.382 0.358
C -0.02336 -0.52930 -4.00970 0.073 -0.078 0.143 -1.489
H -0.24423 -1.58781 -4.21160 0.205 0.284 0.122 0.245
H 0.28795 -0.06985 -4.96497 -0.210 -0.120 0.338 0.679
H 0.81776 -0.44215 -3.30987 -0.192 -0.251 -0.248 -0.121
C -0.92470 1.72156 -3.41714 -0.040 0.129 -0.172 -1.665
H -0.08863 1.93076 -2.73178 -0.450 0.009 -0.288 0.151
H -0.62618 2.03922 -4.43368 -0.104 -0.043 0.403 0.525
H -1.80070 2.32194 -3.12769 0.361 -0.149 -0.018 0.301
C -2.41966 -0.01192 -4.44580 0.026 0.012 -0.208 -1.982
H -2.72459 -1.06721 -4.48034 0.043 0.316 -0.007 0.335
H -3.28687 0.62488 -4.22320 0.304 -0.284 -0.090 0.369
H -2.08429 0.25546 -5.46266 0.003 -0.054 0.346 0.512
Cu 0.27122 0.08141 -0.33633 0.259 -1.222 0.029 0.553
N 1.66703 1.02165 -1.47083 2.489 1.102 -2.425 0.370
C 2.59774 1.22053 -2.16278 -1.194 -2.391 3.398 -0.389
C 3.96997 0.99286 -2.74092 0.263 0.192 -0.451 1.774
C 4.91005 -0.03409 -2.01279 -0.207 -0.167 0.480 -1.218
C 3.60972 0.27814 -4.07933 -0.226 -0.033 -0.194 -1.599
C 4.62662 2.41408 -2.75432 -0.176 0.038 -0.280 -1.473
H 5.22941 0.25072 -1.00147 -0.228 0.002 -0.479 0.374
H 4.46353 -1.04383 -1.95739 0.018 0.570 -0.001 0.109
H 5.84641 -0.14007 -2.59466 -0.616 0.311 -0.056 0.540
H 2.74948 0.77407 -4.57550 0.705 -0.194 -0.008 0.376
H 4.48055 0.18943 -4.75473 -0.462 0.185 0.320 0.451
H 3.27362 -0.75274 -3.80258 0.253 0.769 -0.349 0.283
H 5.73488 2.35403 -2.81924 -0.802 0.011 -0.040 0.381
H 4.22349 2.97740 -3.61613 0.344 -0.095 0.395 0.421
H 4.34154 2.97526 -1.82493 0.409 -0.547 -0.762 0.262
O -1.35232 0.01747 2.41515 1.205 0.051 -2.317 -0.555
C -0.88441 0.46766 1.38665 -1.219 0.254 2.983 0.306

=====

No. 2
68
Properties=species:S:1:pos:R:3:forces:R:3:mulliken_charge:R:1 method="wB97M-V/def2-TZVPD" multiplicity=2 e_above_lowest_kj_mol=78.8 total_charge=+1 s_squared=0.754 orbital_gap_ev="7.9 / 6.8"
Pb 0.00806 -0.97341 -1.97805 0.116 0.252 -0.024 1.136
O 0.92122 -2.23174 -0.17735 -0.052 0.043 -0.180 -0.373
N 2.21689 -2.33040 0.10612 0.066 -0.038 0.110 0.276
C 2.54255 -3.24230 1.05337 0.034 -0.031 0.032 -0.072
C 3.83059 -3.48858 1.42491 -0.024 -0.023 0.029 -0.713
C 4.85015 -2.76729 0.79799 -0.013 0.064 -0.060 -0.209
C 4.51298 -1.83275 -0.14386 0.046 -0.061 0.071 -0.884
C 3.17363 -1.57914 -0.50822 -0.156 0.199 -0.127 0.420
S 2.77771 -0.38773 -1.67404 0.233 -0.016 0.091 -0.437
H 1.69263 -3.75092 1.47653 -0.048 0.001 -0.037 0.126
H 4.03663 -4.23243 2.17937 -0.011 -0.009 0.009 0.430
H 5.88575 -2.94856 1.04951 0.013 0.018 -0.007 0.400
H 5.26674 -1.25585 -0.65950 -0.002 -0.007 0.004 0.445
N -0.88940 3.00460 -1.65015 -0.170 -0.073 -0.020 -0.098
C 0.26669 3.19296 -2.35152 0.121 0.444 0.623 -0.204
C 0.55936 4.60590 -2.79805 0.005 -0.031 0.105 -0.812
C 0.65359 5.64806 -1.66269 0.026 -0.153 -0.080 -0.857
C 1.77301 5.47392 -0.63928 -0.008 0.086 -0.097 -0.798
N 1.50909 4.37529 0.28815 -0.115 -0.117 -0.155 -0.087
C 2.37994 3.51200 0.79382 0.022 0.202 -0.152 0.866
N 3.69263 3.64681 0.57774 -0.042 -0.040 0.039 -0.413
N 1.93886 2.53171 1.57141 -0.656 -0.452 -0.042 -0.272
C 0.24492 2.09136 -4.11549 -0.051 -0.568 -0.850 0.777
O 0.97735 2.68263 -4.83414 0.034 0.176 0.311 -0.477
O -0.48686 1.16696 -3.91977 0.046 0.412 0.349 -0.533
H -1.73077 3.41398 -2.02968 0.000 0.049 0.055 0.263
H -1.01410 2.13016 -1.14403 0.203 -0.041 -0.087 0.208
H 1.10412 2.63938 -1.93311 0.017 -0.149 -0.059 0.191
H -0.23462 4.93942 -3.47232 0.041 0.005 -0.045 0.393
H 1.47937 4.59822 -3.38094 -0.020 0.034 -0.023 0.371
H -0.29770 5.70813 -1.12832 -0.047 0.036 -0.019 0.322
H 0.81541 6.62047 -2.13176 -0.068 0.018 0.047 0.416
H 1.87371 6.39723 -0.06463 0.054 -0.003 -0.023 0.293
H 2.71594 5.30620 -1.16255 -0.007 -0.112 0.005 0.456
H 0.54278 4.22202 0.53992 0.015 0.000 -0.065 0.220
H 4.05892 4.39088 0.01395 -0.004 0.044 0.028 0.204
H 4.31028 2.88634 0.80224 0.015 0.007 -0.042 0.213
H 0.97940 2.17208 1.44938 0.617 -0.033 0.063 0.009
H 2.60092 1.84769 1.89575 -0.084 -0.129 0.043 0.270
N -2.34325 -0.69318 -0.70254 -0.176 -0.124 0.067 -0.346
C -1.91452 -0.89116 0.68111 -0.108 0.227 0.008 1.232
C -3.00288 -0.65204 1.74060 0.073 -0.093 -0.049 -0.908
C -4.25331 -1.53013 1.66809 0.133 -0.083 -0.068 -0.643
C -4.08323 -2.94888 2.21165 -0.077 0.233 0.089 -0.947
N -3.24513 -3.81979 1.39818 -0.150 -0.175 -0.422 -0.070
C -2.01979 -4.22590 1.67086 0.166 0.117 -0.121 0.734
N -1.32913 -3.72675 2.70351 -0.128 -0.069 0.016 -0.351
N -1.46247 -5.16995 0.90718 -0.035 0.013 0.012 -0.369
C -0.70298 0.02650 0.97011 0.154 -0.175 -0.555 -0.045
O -0.26173 0.04656 2.11247 0.121 0.290 0.346 -0.780
O -0.22021 0.65647 -0.04342 -0.152 0.264 0.378 -0.395
H -2.79509 0.20936 -0.80545 0.018 -0.023 -0.087 0.257
H -2.97658 -1.40846 -1.04514 -0.033 -0.069 0.115 0.109
H -1.50315 -1.89582 0.75173 0.001 -0.153 -0.039 -0.307
H -3.29877 0.39776 1.65280 -0.071 0.000 0.046 0.451
H -2.54638 -0.74903 2.72927 0.044 0.096 0.005 0.274
H -4.64056 -1.57217 0.64637 -0.029 -0.038 -0.007 0.347
H -5.03741 -1.07247 2.27466 -0.012 0.033 -0.034 0.361
H -5.05670 -3.43312 2.29084 0.003 0.009 -0.001 0.433
H -3.67487 -2.91086 3.22263 -0.025 -0.060 0.016 0.403
H -3.63533 -4.14106 0.50807 0.098 0.109 0.092 0.110
H -1.61903 -2.87458 3.15175 0.038 0.046 -0.057 0.157
H -0.37887 -4.01286 2.84998 0.028 -0.021 0.034 0.193
H -1.95041 -5.47050 0.07564 -0.029 0.000 -0.122 0.177
H -0.46597 -5.29842 0.91563 0.021 0.049 -0.073 0.214
S -3.70540 -4.31654 -2.29103 -0.124 -0.071 0.397 -0.419
C -2.23473 -3.60715 -2.35376 0.192 0.051 0.176 0.329
N -1.18050 -3.09919 -2.35250 -0.089 -0.385 0.020 -0.666

=====

No. 3
16
Properties=species:S:1:pos:R:3:forces:R:3:mulliken_charge:R:1 method="wB97M-V/def2-TZVPD" smiles=C#C[C@H](C)CC multiplicity=1 e_above_lowest_kj_mol=182.8 total_charge=0 orbital_gap_ev=10.7
C -1.61854 -0.43267 -2.04145 -0.473 -0.603 0.832 0.046
C -0.90879 -0.55630 -1.07139 -0.396 0.003 -0.379 -1.227
C 0.31796 -0.37969 -0.28716 0.107 0.122 -0.136 1.047
C 1.14815 -1.65260 -0.05141 -0.014 -0.004 -0.090 -1.443
C 0.21590 0.46699 0.99951 -0.001 -0.026 -0.054 -0.490
C -0.49622 1.80102 0.81249 -0.044 0.045 -0.051 -1.208
H -2.42758 -0.49918 -2.72118 -0.068 0.112 -0.284 0.452
H 0.72057 0.21059 -1.12658 1.295 0.206 0.857 0.127
H 0.70401 -2.31840 0.70078 -0.090 0.259 -0.174 0.344
H 1.26670 -2.22642 -0.97388 -0.022 0.077 0.085 0.390
H 2.14649 -1.38261 0.31537 -0.200 0.013 -0.114 0.358
H 1.24063 0.64370 1.35743 -0.168 -0.055 -0.144 0.300
H -0.27547 -0.10283 1.80253 0.024 -0.045 -0.315 0.322
H 0.03315 2.42445 0.08329 -0.092 -0.059 0.076 0.303
H -1.51622 1.64773 0.44642 0.121 0.050 0.042 0.313
H -0.55074 2.35622 1.75523 0.021 -0.098 -0.151 0.366

=====

No. 4
16
Properties=species:S:1:pos:R:3:forces:R:3:mulliken_charge:R:1 method="wB97M-V/def2-TZVPD" smiles="C/C=C(/C)CO" multiplicity=1 e_above_lowest_kj_mol=148.7 total_charge=0 orbital_gap_ev=9.7
C -1.49383 -0.60493 -1.14654 -0.133 0.030 -0.175 -0.942
C -0.96573 -0.35444 0.23966 0.168 -0.260 0.146 -0.347
C 0.29922 0.03866 0.46124 -0.254 -0.177 -0.061 0.664
C 1.10471 -0.62485 1.54562 0.166 0.007 0.236 -1.310
C 0.93014 0.99222 -0.53873 0.244 -0.326 0.035 -0.717
O 0.00162 2.01821 -0.86242 0.028 0.112 0.183 -0.476
H -2.30313 0.02039 -1.53536 0.064 -0.021 0.233 0.269
H -1.84313 -1.64662 -1.09886 -0.145 0.249 -0.231 0.322
H -0.66888 -0.59177 -1.87120 -0.296 0.163 0.135 0.292
H -1.55065 -0.78131 1.06222 0.395 -0.243 -0.231 0.338
H 0.47562 -0.92895 2.39634 0.172 0.193 -0.226 0.344
H 1.98467 -0.07363 1.90452 -0.336 0.054 -0.067 0.350
H 1.47707 -1.56464 1.10064 0.034 0.286 0.239 0.260
H 1.19609 0.50051 -1.48526 -0.004 0.071 0.155 0.273
H 1.85235 1.43440 -0.12886 -0.141 -0.207 0.002 0.317
H -0.49615 2.16675 -0.04302 0.040 0.067 -0.374 0.365

=====

Number 1: largest force on an atom 4.3 eV/A, total energy -3756.49452 Ha. Number 2: largest force on an atom 1.0 eV/A, total energy -2617.97320 Ha. Number 3: largest force on an atom 1.6 eV/A, total energy -234.53287 Ha. Number 4: largest force on an atom 0.5 eV/A, total energy -271.69599 Ha.